Entry 1:
Formula: C43H60BaCl3GeN5O5SSi3
Source: the OMol25 dataset
Level of theory: ωB97M-V with the def2-TZVPD basis set

```
! RIJCOSX wB97M-V def2-TZVPD def2/J DEFGRID3
* xyz -1 2
Ba -0.6624 0.7234 0.1356
Cl 0.4618 -1.4546 2.6013
C -0.1120 -1.0801 4.2079
C 0.0335 -2.0710 5.1593
C -0.4137 -1.8487 6.4540
C -1.0059 -0.6362 6.7604
C -1.1362 0.3380 5.7845
Cl -1.9092 1.8289 6.2614
C -0.6873 0.1870 4.4561
S -0.8175 1.4316 3.2696
H 0.4929 -3.0075 4.8728
H -0.3056 -2.6142 7.2112
H -1.3749 -0.4260 7.7551
C -4.6649 -2.3180 1.5877
O -4.9350 -1.2569 0.6881
C -6.0576 -1.2994 -0.0565
C -7.1242 -2.1580 0.1803
C -8.2720 -2.0881 -0.6009
C -8.3601 -1.1753 -1.6352
C -7.2739 -0.3511 -1.9066
C -6.1211 -0.3996 -1.1396
N -5.0417 0.4581 -1.4366
C -3.7141 0.0711 -1.4458
N -3.5180 -1.2375 -1.7280
C -2.4390 -2.1507 -1.4653
C -1.2207 -1.8102 -0.8950
C -0.3078 -2.8742 -0.7418
C -0.5894 -4.1718 -1.1357
C -1.8403 -4.4836 -1.6628
C -2.7730 -3.4746 -1.8156
O -4.0481 -3.6776 -2.3044
C -4.4112 -4.9926 -2.6575
N -2.7549 0.9224 -1.2990
C -2.9534 2.2572 -0.8068
C -2.4111 3.3221 -1.5134
C -2.4677 4.6165 -1.0055
C -3.0284 4.8401 0.2367
C -3.5146 3.7812 0.9963
C -3.4547 2.4881 0.4960
O -3.8292 1.3781 1.1737
C -4.3230 1.5373 2.4986
H -3.6742 -2.1180 1.9876
H -4.6554 -3.2764 1.0627
H -5.3910 -2.3454 2.4047
H -7.0672 -2.8663 0.9944
H -9.0984 -2.7554 -0.3902
H -9.2499 -1.1152 -2.2473
H -7.2992 0.3393 -2.7413
H -5.2043 1.4511 -1.4616
H -4.3519 -1.7168 -2.0293
H 0.6763 -2.6794 -0.3139
H 0.1468 -4.9617 -1.0232
H -2.0701 -5.5013 -1.9463
H -5.4420 -4.9426 -3.0013
H -4.3478 -5.6688 -1.7999
H -3.7781 -5.3776 -3.4615
H -1.9506 3.1235 -2.4738
H -2.0423 5.4264 -1.5840
H -3.0650 5.8422 0.6452
H -3.9005 3.9610 1.9896
H -4.5327 0.5303 2.8502
H -5.2472 2.1221 2.4898
H -3.5676 1.9890 3.1428
O 1.7461 -0.9343 -2.5045
H 0.9530 -1.4546 -2.3080
H 1.4030 -0.0303 -2.3687
Cl 2.4005 0.6187 0.4443
C 7.3316 0.9449 -1.2953
Si 5.4693 1.2404 -1.2318
C 5.1526 3.0543 -0.8741
C 4.6591 0.7724 -2.8531
Ge 4.5492 -0.0856 0.5326
Si 4.6329 -2.4613 0.2567
C 4.1446 -3.0511 -1.4458
C 6.4551 -2.8726 0.5357
C 3.6102 -3.3434 1.5585
Si 4.9736 0.6301 2.7758
C 4.8788 2.5026 2.8802
C 6.6879 0.0782 3.3368
C 3.6398 -0.0833 3.8893
H 7.7642 1.5774 -2.0765
H 7.5791 -0.0918 -1.5357
H 7.8222 1.2001 -0.3533
H 5.4076 3.6409 -1.7620
H 5.7545 3.4229 -0.0408
H 4.1003 3.2415 -0.6508
H 5.2961 1.1027 -3.6798
H 3.6956 1.2790 -2.9526
H 4.4603 -0.2936 -2.9649
H 4.7574 -2.6048 -2.2311
H 3.1087 -2.8075 -1.6771
H 4.2827 -4.1369 -1.4823
H 7.0980 -2.4109 -0.2179
H 6.5828 -3.9570 0.4567
H 6.8196 -2.5680 1.5192
H 2.5394 -3.1845 1.4177
H 3.8622 -3.0369 2.5748
H 3.8051 -4.4179 1.4754
H 5.6566 2.9952 2.2930
H 4.9993 2.8076 3.9242
H 3.9069 2.8630 2.5371
H 7.4800 0.4115 2.6630
H 6.7577 -1.0084 3.4277
H 6.8901 0.5047 4.3242
H 2.6754 0.3792 3.6672
H 3.8894 0.1372 4.9324
H 3.5157 -1.1622 3.7900
N -0.7835 5.0063 -5.8428
C -0.0493 5.1312 -4.6453
O 0.3530 6.2507 -4.3073
C 0.1837 3.9285 -3.8962
C 0.8619 3.9867 -2.6456
C 1.0031 2.8656 -1.8848
N 0.5250 1.6158 -2.2100
C -0.0760 1.5591 -3.4396
C -0.2463 2.6183 -4.2828
H -1.1426 5.9057 -6.1268
H -1.4834 4.2804 -5.8401
H 1.2563 4.9309 -2.2943
H 1.5359 2.9292 -0.9375
H -0.4261 0.5759 -3.7388
H -0.7088 2.4244 -5.2427
*
```

Calculated values
DFT total energy (eV): -192505.5549
ΔE to the lowest compared entry with this formula, charge and spin (kJ/mol): 35.04
Strongest force on any atom (eV Å⁻¹): 1.05
LUMO (spin up / spin down) (eV): 2.0 / 2.0
Kohn-Sham gap (spin up / spin down) (eV): 4.5592 / 6.9258



Entry 2:
Formula: C55H46O11
Source: the OMol25 dataset
Level of theory: ωB97M-V with the def2-TZVPD basis set

```
! RIJCOSX wB97M-V def2-TZVPD def2/J DEFGRID3
* xyz 0 1
C 6.4061 5.6414 -2.5117
C 6.5616 4.0123 -2.6061
C 5.2449 3.1589 -2.1247
C 5.7637 1.5753 -1.9795
C 3.9509 3.2786 -3.1591
C 2.6895 2.2245 -2.8502
C 1.6599 2.0535 -4.1143
C 0.3099 2.9813 -4.0437
C -0.7058 2.5861 -2.7808
O -0.5220 3.6562 -1.7750
C -1.8028 4.2613 -1.3770
C -2.9014 4.9658 -2.3722
O -2.0813 4.2782 -0.0511
C 3.1466 4.7023 -3.2715
O 2.9637 4.9365 -4.7236
C 4.2519 4.3957 -5.2635
O 4.9744 4.9627 -6.2332
O 4.5017 3.1329 -4.5432
H 7.4279 6.2320 -2.4777
H 5.8529 5.9797 -3.5133
H 5.6861 6.0039 -1.6335
H 6.9039 3.6573 -3.6683
H 7.4488 3.7178 -1.8634
H 4.8472 3.4476 -1.0553
H 5.7391 1.0861 -3.0589
H 5.1396 0.9856 -1.1827
H 6.8918 1.6191 -1.6628
H 3.0759 1.1351 -2.5820
H 2.0795 2.5848 -1.9035
H 1.2838 0.9207 -4.0873
H 2.1504 2.1928 -5.1751
H 0.4993 4.1323 -3.9458
H -0.2789 2.8361 -5.0720
H -0.4355 1.5252 -2.3537
H -1.7954 2.5333 -3.2278
H -3.5601 5.6837 -1.6895
H -3.5629 4.1334 -2.8666
H -2.3392 5.6022 -3.1800
H 3.6485 5.7000 -2.9233
H 2.1947 4.6540 -2.5803
C 2.9554 -6.7316 -2.7305
C 1.9417 -7.3973 -3.4190
C 0.6879 -6.8012 -3.5637
C 0.4429 -5.5399 -3.0075
C 1.4490 -4.8852 -2.2980
C 2.7121 -5.4773 -2.1690
C 1.1868 -3.5766 -1.6647
O 2.0710 -2.9992 -1.0443
C -0.1581 -2.9787 -1.7823
C -0.4373 -1.7663 -1.1381
C -1.7027 -1.1871 -1.2552
C -2.6873 -1.8103 -2.0214
C -2.4137 -3.0210 -2.6596
C -1.1492 -3.6110 -2.5315
C -0.8808 -4.9093 -3.1809
O -1.7470 -5.4600 -3.8506
H 3.9354 -7.1921 -2.6256
H 2.1275 -8.3805 -3.8457
H -0.0972 -7.3246 -4.1071
H 3.5065 -4.9660 -1.6282
H 0.3268 -1.2716 -0.5406
H -1.9190 -0.2483 -0.7499
H -3.6708 -1.3558 -2.1187
H -3.1888 -3.5041 -3.2521
C 1.8969 0.5872 7.1591
C 1.7750 1.7083 7.9795
C 1.3872 2.9335 7.4348
C 1.1319 3.0410 6.0623
C 1.2776 1.9258 5.2381
C 1.6498 0.6929 5.7896
C 1.0592 2.0392 3.7815
O 1.1835 1.0592 3.0573
C 0.6976 3.3516 3.2097
C 0.5442 3.4862 1.8236
C 0.1893 4.7208 1.2758
C -0.0220 5.8192 2.1087
C 0.1355 5.6893 3.4894
C 0.5057 4.4550 4.0398
C 0.7048 4.3367 5.4977
O 0.5238 5.3027 6.2301
H 2.1902 -0.3698 7.5851
H 1.9800 1.6287 9.0448
H 1.2891 3.8032 8.0822
H 1.7523 -0.1852 5.1544
H 0.7043 2.6328 1.1666
H 0.0759 4.8244 0.1988
H -0.3056 6.7792 1.6829
H -0.0264 6.5524 4.1329
C -8.7303 -3.7398 3.8722
C -8.5265 -4.8538 4.6861
C -7.3452 -5.5897 4.5796
C -6.3691 -5.2175 3.6473
C -6.5836 -4.1184 2.8167
C -7.7622 -3.3706 2.9373
C -5.5829 -3.7464 1.7957
O -5.7690 -2.7789 1.0680
C -4.3597 -4.5618 1.6587
C -3.4298 -4.2552 0.6567
C -2.2638 -5.0131 0.5287
C -2.0192 -6.0705 1.4044
C -2.9464 -6.3817 2.4000
C -4.1237 -5.6316 2.5209
C -5.1150 -5.9911 3.5541
O -4.9028 -6.9232 4.3212
H -9.6469 -3.1609 3.9615
H -9.2866 -5.1491 5.4060
H -7.1907 -6.4551 5.2220
H -7.9306 -2.5032 2.3015
H -3.6117 -3.4292 -0.0291
H -1.5456 -4.7766 -0.2534
H -1.1076 -6.6566 1.3096
H -2.7509 -7.2118 3.0769
*
```

Calculated values
DFT total energy (eV): -80297.7975
ΔE to the lowest compared entry with this formula, charge and spin (kJ/mol): 801.31
SMILES: CC[C@H](C)[C@@]1(CCCCOC(C)=O)COC(=O)O1.O=C1c2ccccc2C(=O)c2ccccc21.O=C1c2ccccc2C(=O)c2ccccc21.O=C1c2ccccc2C(=O)c2ccccc21
Strongest force on any atom (eV Å⁻¹): 9.49
LUMO (eV): -1.3
Kohn-Sham gap (eV): 8.0789



Entry 3:
Formula: C2H5N2
Source: the OMol25 dataset
Level of theory: ωB97M-V with the def2-TZVPD basis set

```
! RIJCOSX wB97M-V def2-TZVPD def2/J DEFGRID3
* xyz 1 1
C 0.9986 -0.3805 0.0289
C -0.8816 0.2422 -0.0357
N -0.1870 -1.0110 -0.0051
N 0.5339 0.8307 -0.0704
H 2.0067 -0.6087 0.1710
H -1.4003 0.4006 -0.8903
H -1.6416 0.6830 0.8717
H -0.4196 -1.9204 -0.2272
H 0.9909 1.7641 0.1571
*
```

Calculated values
DFT total energy (eV): -5126.3462
ΔE to the lowest compared entry with this formula, charge and spin (kJ/mol): 67.59
Strongest force on any atom (eV Å⁻¹): 4.50
LUMO (eV): -4.3
Kohn-Sham gap (eV): 11.9735



Entry 4:
Formula: C5H16N3
Source: the OMol25 dataset
Level of theory: ωB97M-V with the def2-TZVPD basis set

```
! RIJCOSX wB97M-V def2-TZVPD def2/J DEFGRID3
* xyz 1 1
C 1.2856 2.3606 0.4231
C 1.0668 1.3596 1.5767
C -1.1271 0.5427 2.0220
N -0.1095 0.5100 1.2705
H 1.7293 1.8090 -0.4060
H 0.3296 2.7990 0.1443
H 2.0174 3.1066 0.7238
H 1.9235 0.6869 1.5631
H 0.9342 1.8408 2.5413
H -1.9672 -0.0525 1.6800
H -1.1937 1.1406 2.9229
H -0.1897 -0.2565 0.3380
C -0.1019 -2.5161 -0.2394
N -0.8283 -1.2650 -0.5447
C -0.7236 -0.8293 -1.9590
N 0.3875 0.0406 -2.2786
H -0.3482 -2.7924 0.7877
H -0.4485 -3.3257 -0.8824
H 0.9677 -2.3384 -0.3357
H -1.8070 -1.3576 -0.2985
H -1.6544 -0.3293 -2.2184
H -0.6434 -1.7147 -2.5975
H 0.3642 0.8443 -1.6576
H 1.2812 -0.4261 -2.1509
*
```

Calculated values
DFT total energy (eV): -9907.7016
ΔE to the lowest compared entry with this formula, charge and spin (kJ/mol): 194.37
Strongest force on any atom (eV Å⁻¹): 1.14
LUMO (eV): -3.9
Kohn-Sham gap (eV): 9.8202



Entry 5:
Formula: C23H32N6O2
Source: the OMol25 dataset
Level of theory: ωB97M-V with the def2-TZVPD basis set

```
! RIJCOSX wB97M-V def2-TZVPD def2/J DEFGRID3
* xyz 0 1
C -5.0880 -0.8587 -2.3868
C -3.7251 -1.5141 -2.2034
C -3.5551 -2.0721 -0.7923
C -2.1660 -2.6723 -0.5884
C -1.9829 -3.3447 0.7728
H -2.7364 -4.1244 0.9006
C -2.1025 -2.3722 1.9525
N -1.1621 -1.2842 1.8640
C 0.1906 -1.3358 2.0855
N 0.8656 -2.4315 2.4609
H 0.4041 -3.2162 2.8849
H 1.8460 -2.2264 2.6606
C 0.7840 -0.1026 1.8142
C -0.2545 0.7562 1.3755
N -0.2548 2.0109 0.9824
C -1.4657 2.5038 0.6261
C -1.5522 3.8366 0.1792
C -2.7579 4.3686 -0.1860
C -3.9289 3.5988 -0.1194
C -3.8823 2.3011 0.3118
C -2.6587 1.7229 0.6905
N -2.6481 0.4271 1.1064
C -1.4698 -0.0242 1.4199
H -4.7713 1.6919 0.3739
H -4.8706 4.0396 -0.4116
H -2.8167 5.3912 -0.5291
H -0.6417 4.4148 0.1357
C 2.1975 0.1664 2.0112
O 2.9757 -0.7005 2.4216
N 2.5575 1.4429 1.7672
H 1.8552 2.0370 1.3438
C 3.9338 1.8525 1.6967
H 4.0688 2.7985 2.2309
C 4.3869 2.0306 0.2392
N 3.9774 0.9061 -0.5768
C 4.0292 1.1895 -1.9983
C 3.4132 0.0125 -2.7553
H 3.4748 0.1700 -3.8338
O 4.0981 -1.1871 -2.4890
C 4.0933 -1.4555 -1.1049
C 4.7153 -0.3151 -0.3022
H 4.6366 -0.5586 0.7566
H 5.7816 -0.2098 -0.5742
H 4.6610 -2.3773 -0.9695
H 3.0601 -1.6066 -0.7575
H 2.3580 -0.0861 -2.4570
H 3.4519 2.0934 -2.2060
H 5.0670 1.3421 -2.3479
H 3.9003 2.9210 -0.1697
H 5.4792 2.1959 0.2174
H 4.5204 1.0801 2.1980
H -3.0956 -1.9209 1.9714
H -1.9451 -2.9093 2.8947
H -0.9986 -3.8185 0.7980
H -1.4154 -1.8872 -0.7079
H -1.9809 -3.4186 -1.3650
H -3.7097 -1.2591 -0.0815
H -4.3135 -2.8382 -0.6116
H -2.9428 -0.7749 -2.3909
H -3.6043 -2.3180 -2.9339
H -5.1964 -0.4739 -3.3983
H -5.8853 -1.5764 -2.2048
H -5.2040 -0.0311 -1.6909
*
```

Calculated values
DFT total energy (eV): -37407.9777
ΔE to the lowest compared entry with this formula, charge and spin (kJ/mol): 136.85
SMILES: CCCCCCn1c(N)c(C(=O)NCCN2CCOCC2)c2nc3ccccc3nc21
Strongest force on any atom (eV Å⁻¹): 1.27
LUMO (eV): 0.1
Kohn-Sham gap (eV): 7.8542



Entry 6:
Formula: C4H6INS
Source: the OMol25 dataset
Level of theory: ωB97M-V with the def2-TZVPD basis set

```
! RIJCOSX wB97M-V def2-TZVPD def2/J DEFGRID3
* xyz 0 1
C 0.2261 -1.4146 -0.0167
C -0.8984 -1.2564 -0.9012
C -1.4814 0.9890 0.6585
C -0.3995 1.5733 0.1679
N 0.9791 -1.2060 0.7931
S -2.2747 -0.4224 0.0233
I 4.0744 0.0541 -0.3408
H -0.5323 -0.8261 -1.7886
H -1.3127 -2.2600 -1.2158
H -2.0590 1.2500 1.5269
H 3.5623 0.1699 1.0586
H 0.0534 1.1131 -0.6919
H 0.0626 2.2360 0.7267
*
```

Calculated values
DFT total energy (eV): -24669.0909
ΔE to the lowest compared entry with this formula, charge and spin (kJ/mol): 131.84
SMILES: C=CSCC#N.I
Strongest force on any atom (eV Å⁻¹): 4.71
LUMO (eV): 0.5
Kohn-Sham gap (eV): 9.5105



Entry 7:
Formula: C4H5FOS
Source: the OMol25 dataset
Level of theory: ωB97M-V with the def2-TZVPD basis set

```
! RIJCOSX wB97M-V def2-TZVPD def2/J DEFGRID3
* xyz 0 1
C -2.3299 -0.1182 -0.2995
C -1.4179 0.8605 0.4468
C 0.0604 0.8349 0.1200
C 0.8071 -0.4577 0.2800
H -2.2663 0.0914 -1.3613
H -3.4294 -0.0329 -0.0502
H -1.7620 1.8588 0.2667
H -1.5146 0.6299 1.4902
H 0.1224 -1.3189 0.4463
O 0.6627 1.7958 -0.3175
F -1.9317 -1.4361 -0.0766
S 2.3885 -0.5867 -0.0529
*
```

Calculated values
DFT total energy (eV): -19827.7556
ΔE to the lowest compared entry with this formula, charge and spin (kJ/mol): 80.12
SMILES: O=C(C=S)CCF
Strongest force on any atom (eV Å⁻¹): 1.39
LUMO (eV): -1.4
Kohn-Sham gap (eV): 7.6920



Entry 8:
Formula: C21H49AsF6N7O7
Source: the OMol25 dataset
Level of theory: ωB97M-V with the def2-TZVPD basis set

```
! RIJCOSX wB97M-V def2-TZVPD def2/J DEFGRID3
* xyz -1 1
As 0.5023 0.2491 0.6684
F 0.3838 0.0182 -1.1211
F -0.1394 1.8950 0.4918
F 0.5925 0.4958 2.4111
F 1.0886 -1.3590 0.8097
F 2.1282 0.8620 0.4395
F -1.1753 -0.2975 0.9212
C -0.9929 5.3386 0.0476
C 0.2138 5.4808 -0.8206
O 0.0284 6.0224 -1.8880
N 1.4454 5.0610 -0.4236
C 2.6492 5.0467 -1.1119
H -1.8835 5.6442 -0.5016
H -0.8946 5.6926 1.0738
H -1.1386 4.2774 0.2492
H 1.4175 4.7689 0.5429
H 3.3846 4.5396 -0.4873
H 3.0860 6.0138 -1.3611
H 2.5406 4.5246 -2.0626
C -6.2121 -1.9386 -4.0553
C -4.8678 -1.5497 -3.6564
O -3.9696 -1.8511 -4.4582
N -4.7220 -0.9833 -2.5085
C -3.4387 -0.6106 -1.9252
H -6.9546 -1.1944 -4.3436
H -6.7456 -2.5837 -3.3573
H -6.1037 -2.6854 -4.8419
H -5.5620 -0.5607 -2.1399
H -2.6270 -0.7694 -2.6351
H -3.1675 -1.1733 -1.0319
H -3.5441 0.4333 -1.6298
C 0.2380 -3.7437 -3.0175
C -1.2514 -3.5035 -3.1404
O -1.7625 -3.2827 -4.2577
N -2.0178 -3.4182 -2.0746
C -1.5860 -3.5956 -0.7427
H 0.4026 -4.6531 -2.4395
H 0.6518 -2.8323 -2.5859
H 0.6443 -3.8258 -4.0256
H -3.0130 -3.4183 -2.2467
H -1.0626 -2.8098 -0.1980
H -1.0211 -4.4909 -0.4830
H -2.5468 -3.7868 -0.2649
C -1.2786 1.1574 5.6237
C -0.1875 2.1267 6.1009
O 0.8702 2.2691 5.4867
N -0.4962 3.0392 7.0099
C 0.3248 3.8970 7.7654
H -0.9940 0.1837 6.0224
H -1.3341 1.1582 4.5351
H -2.2213 1.5570 5.9974
H -1.3779 2.7699 7.4225
H 1.1987 4.1326 7.1580
H 0.6693 3.3078 8.6152
H -0.2890 4.7629 8.0136
C 1.7019 -2.7559 -6.9127
C 0.8022 -1.9049 -6.0338
O -0.4639 -1.9269 -6.1579
N 1.3656 -1.1808 -5.0517
C 0.7146 -0.2606 -4.1958
H 1.5720 -2.5341 -7.9719
H 1.5557 -3.8098 -6.6761
H 2.7358 -2.5462 -6.6384
H 2.3466 -1.3416 -4.8731
H -0.3525 -0.4827 -4.1922
H 0.9960 0.7708 -4.4084
H 1.1706 -0.5404 -3.2461
C -0.2516 5.2907 3.9615
C 0.9271 4.9856 3.1109
O 1.4072 5.9368 2.4157
N 1.4322 3.7871 3.1271
C 2.6469 3.3662 2.3302
H -0.8183 4.3766 3.7843
H -0.7389 6.1510 3.5029
H 0.0794 5.4125 4.9929
H 0.9050 3.1181 3.6699
H 2.2931 3.0800 1.3398
H 3.0878 2.5523 2.9059
H 3.3827 4.1659 2.2448
C 1.6895 -4.2393 1.2938
C 2.8601 -5.2508 1.3641
O 3.9097 -4.8981 1.9284
N 2.7240 -6.4318 0.7177
C 3.8405 -7.3624 0.9109
H 1.7278 -3.7419 0.3247
H 1.8116 -3.4171 1.9990
H 0.7402 -4.6216 1.6690
H 1.8999 -6.7248 0.2127
H 4.7935 -6.8996 1.1674
H 3.9492 -7.9668 0.0104
H 3.6748 -7.9639 1.8047
*
```

Calculated values
DFT total energy (eV): -124485.0266
ΔE to the lowest compared entry with this formula, charge and spin (kJ/mol): 447.51
Strongest force on any atom (eV Å⁻¹): 5.02
LUMO (eV): 2.1
Kohn-Sham gap (eV): 8.1685



no.,molecular weight (g mol⁻¹)
1,1159.61
2,882.96
3,57.08
4,118.20
5,424.55
6,227.07
7,120.15
8,700.58